Record 1
This record from OMol25 describes a structure of composition C15H35BrGaO8 at a distorted geometry. The level of theory is ωB97M-V with the def2-TZVPD basis set.

Calculated values
F_max (Eh/bohr): 0.095
Gap between HOMO and LUMO (eV): 7.370
Molar mass (g mol⁻¹): 493.06

```
! wB97M-V def2-TZVPD RIJCOSX def2/J DEFGRID3
* xyz -1 1
O 0.933 3.780 -3.365
C 0.252 4.532 -3.925
O 0.318 5.810 -3.693
C -0.350 6.658 -4.639
C -1.461 7.461 -3.955
Ga -3.177 6.333 -3.954
Br -3.974 6.111 -6.265
H -0.476 4.163 -4.634
H -0.789 6.078 -5.432
H 0.373 7.320 -5.095
H -1.122 7.645 -2.942
H -1.594 8.416 -4.441
H -2.736 4.849 -3.510
H -4.341 6.941 -3.048
C 3.156 1.186 -2.031
O 2.721 1.681 -0.786
C 1.337 2.024 -0.818
C 0.802 2.178 0.586
O 0.478 0.941 1.224
C 1.572 0.167 1.692
C 2.203 0.716 2.953
O 3.113 1.759 2.652
C 3.445 2.515 3.790
H 3.000 1.923 -2.825
H 4.221 0.970 -1.948
H 2.629 0.257 -2.286
H 0.769 1.245 -1.342
H 1.231 2.968 -1.357
H -0.145 2.716 0.520
H 1.477 2.773 1.203
H 2.315 0.015 0.907
H 1.144 -0.810 1.934
H 2.758 -0.088 3.461
H 1.414 1.085 3.621
H 2.559 3.016 4.198
H 4.166 3.272 3.487
H 3.898 1.884 4.566
C -2.583 -8.245 1.878
O -2.164 -6.918 2.092
C -0.939 -6.855 2.800
C -0.321 -5.479 2.686
O 0.385 -5.267 1.473
C -0.401 -5.020 0.312
C -0.986 -3.627 0.258
O -2.165 -3.551 1.041
C -2.534 -2.212 1.298
H -2.718 -8.774 2.829
H -3.537 -8.211 1.355
H -1.861 -8.787 1.256
H -0.236 -7.600 2.407
H -1.139 -7.075 3.859
H 0.434 -5.391 3.471
H -1.064 -4.697 2.854
H -1.176 -5.778 0.191
H 0.294 -5.120 -0.525
H -1.242 -3.380 -0.782
H -0.244 -2.906 0.622
H -1.758 -1.707 1.884
H -3.457 -2.223 1.874
H -2.703 -1.667 0.363
*
```

Record 2
This record from OMol25 describes a cluster of 2 separate species, C3H4N2S2 in total at a distorted geometry. The level of theory is ωB97M-V with the def2-TZVPD basis set.

Calculated values
F_max (Eh/bohr): 0.055
Gap between HOMO and LUMO (spin up / spin down) (eV): 6.170 / 6.171
Molar mass (g mol⁻¹): 132.21
Energy above the lowest of the compared OMol25 structures with the same formula, charge and spin (kJ/mol): 427.8

```
! wB97M-V def2-TZVPD RIJCOSX def2/J DEFGRID3
* xyz 0 1
C -1.685 0.869 -0.562
C -2.582 -0.851 0.908
C -0.989 0.602 0.577
N -1.585 -0.280 1.406
N 1.845 0.015 -0.800
S -2.946 -0.275 -0.723
S 0.389 1.448 1.169
H -1.457 1.609 -1.234
H -3.295 -1.502 1.356
H 2.738 0.485 -0.762
H 2.077 -0.833 -0.318
*
```

Record 3
This record from OMol25 describes a cluster of 2 separate species, C3H12N2O in total at a distorted geometry. The level of theory is ωB97M-V with the def2-TZVPD basis set.

Calculated values
F_max (Eh/bohr): 0.037
Gap between HOMO and LUMO (eV): 10.328
Molar mass (g mol⁻¹): 92.14
Energy above the lowest of the compared OMol25 structures with the same formula, charge and spin (kJ/mol): 98.6

```
! wB97M-V def2-TZVPD RIJCOSX def2/J DEFGRID3
* xyz 0 1
C 5.751 0.626 -1.951
C 6.030 -0.851 -2.294
O 4.998 -1.741 -2.791
H 5.882 1.185 -2.873
H 4.749 0.792 -1.543
H 6.524 0.921 -1.245
H 6.233 -1.345 -1.337
H 6.816 -0.929 -3.044
H 4.271 -1.774 -2.150
N -4.784 -0.360 2.350
C -5.891 0.496 2.736
N -6.027 1.732 1.964
H -4.792 -0.601 1.364
H -3.975 0.265 2.368
H -6.786 -0.116 2.642
H -5.781 0.823 3.771
H -6.639 2.423 2.382
H -6.309 1.735 0.990
*
```

Record 4
This record from OMol25 describes a cluster of 5 separate species, C27H41NO8 in total at a distorted geometry. The level of theory is ωB97M-V with the def2-TZVPD basis set.

Calculated values
F_max (Eh/bohr): 0.051
Gap between HOMO and LUMO (eV): 8.737
Molar mass (g mol⁻¹): 507.62

```
! wB97M-V def2-TZVPD RIJCOSX def2/J DEFGRID3
* xyz 0 1
C 4.824 4.442 -0.219
C 3.613 3.788 0.557
O 3.762 2.647 0.917
O 2.459 4.520 0.837
C 1.371 3.567 0.808
C -0.027 4.233 0.607
C -0.307 5.654 0.697
C -1.675 6.152 0.439
C -2.790 5.254 0.096
C -2.474 3.840 0.043
C -1.123 3.330 0.296
C -1.161 1.794 0.154
O -0.225 1.035 0.166
N -2.560 1.423 0.033
C -3.338 2.592 -0.299
O -4.436 2.608 -0.778
H 4.837 5.534 0.008
H 4.730 4.197 -1.305
H 5.739 3.924 0.165
H 1.364 2.858 1.677
H 1.516 2.913 -0.100
H 0.524 6.355 0.958
H -1.879 7.244 0.492
H -3.816 5.605 -0.132
H -2.494 0.713 -0.716
C 1.439 -3.618 -1.935
C 1.490 -2.719 -0.712
C 0.247 -1.869 -0.899
O -0.707 -2.675 -1.595
C -0.055 -3.851 -2.090
H 2.005 -4.543 -1.826
H 1.826 -3.081 -2.806
H 1.398 -3.323 0.197
H 2.404 -2.128 -0.637
H 0.455 -0.990 -1.517
H -0.180 -1.536 0.045
H -0.389 -4.702 -1.485
H -0.349 -4.026 -3.127
C 5.248 -1.321 1.189
C 6.237 -2.383 0.745
C 5.803 -2.636 -0.689
O 5.260 -1.404 -1.179
C 5.077 -0.503 -0.078
H 5.592 -0.726 2.035
H 4.298 -1.789 1.463
H 7.252 -1.975 0.762
H 6.221 -3.284 1.359
H 5.013 -3.395 -0.737
H 6.629 -2.953 -1.328
H 5.841 0.278 -0.152
H 4.094 -0.035 -0.146
C -5.508 -1.803 -3.642
C -5.253 -2.691 -2.437
C -4.011 -2.057 -1.839
O -4.071 -0.656 -2.148
C -5.103 -0.435 -3.117
H -6.537 -1.833 -4.000
H -4.850 -2.097 -4.465
H -6.089 -2.612 -1.735
H -5.116 -3.743 -2.686
H -3.101 -2.460 -2.289
H -3.951 -2.190 -0.757
H -5.939 0.059 -2.611
H -4.734 0.225 -3.903
C -1.246 -1.235 2.664
C -2.459 -0.348 2.864
C -3.020 -0.876 4.173
O -1.907 -1.359 4.935
C -0.753 -1.419 4.088
H -0.491 -0.805 2.005
H -1.555 -2.199 2.247
H -2.142 0.692 2.986
H -3.176 -0.392 2.045
H -3.702 -1.717 4.002
H -3.550 -0.110 4.742
H -0.078 -0.608 4.382
H -0.239 -2.370 4.236
*
```

Record 5
This record from OMol25 describes a structure of composition C31H32N2OSiSn at a distorted geometry. The level of theory is ωB97M-V with the def2-TZVPD basis set.

Calculated values
F_max (Eh/bohr): 0.074
Gap between HOMO and LUMO (spin up / spin down) (eV): 4.805 / 4.047
Molar mass (g mol⁻¹): 595.41
Energy above the lowest of the compared OMol25 structures with the same formula, charge and spin (kJ/mol): 308.0

```
! wB97M-V def2-TZVPD RIJCOSX def2/J DEFGRID3
* xyz 2 1
C -2.595 -1.193 -0.995
C -2.168 1.554 -3.835
H -3.014 -1.900 -1.714
H -3.419 -0.749 -0.433
H -1.925 -1.692 -0.299
H -1.453 1.468 -4.652
H -3.122 1.092 -4.128
H -2.340 2.596 -3.549
C -0.223 -2.855 -1.946
C 0.800 -3.780 -1.725
C 2.083 -3.465 -2.166
C 2.290 -2.224 -2.761
H -1.242 -3.104 -1.648
H 0.595 -4.706 -1.194
H 2.914 -4.158 -2.038
H 3.280 -1.915 -3.087
N -0.016 -1.639 -2.473
C 1.234 -1.301 -2.883
C 1.483 0.086 -3.374
N 0.534 1.018 -3.121
C 0.707 2.279 -3.551
C 2.850 1.766 -4.489
C 1.833 2.693 -4.262
H -0.112 2.982 -3.381
H 1.873 3.715 -4.626
C 2.668 0.462 -4.038
H 3.419 -0.307 -4.206
H 3.751 2.048 -5.028
Sn -1.641 0.386 -2.053
C -1.530 2.391 -1.088
H -1.866 3.220 -1.725
H -0.506 2.581 -0.747
H -2.187 2.290 -0.218
O -0.290 0.179 -0.154
Si -0.199 0.078 1.442
C 0.712 1.542 2.171
C 0.117 2.811 2.171
C 0.860 3.940 2.540
C 2.210 3.807 2.886
C 2.802 2.536 2.898
C 2.054 1.407 2.547
C -1.830 -0.026 2.385
C -2.672 -1.122 2.147
C -4.032 -1.044 2.467
C -4.517 0.065 3.173
C -3.613 1.032 3.634
C -2.267 0.974 3.264
C 0.729 -1.473 1.937
C 0.356 -2.241 3.046
C 1.069 -3.405 3.363
C 2.162 -3.795 2.583
C 2.536 -3.021 1.479
C 1.816 -1.870 1.151
H -0.927 2.932 1.871
H 0.380 4.920 2.537
H 2.802 4.691 3.138
H 3.855 2.423 3.163
H 2.519 0.419 2.539
H -2.277 -2.028 1.687
H -4.705 -1.847 2.157
H -5.585 0.157 3.387
H -3.953 1.840 4.285
H -1.553 1.695 3.667
H -0.489 -1.929 3.666
H 0.759 -4.000 4.224
H 2.721 -4.697 2.839
H 3.388 -3.313 0.868
H 2.101 -1.277 0.280
*
```

Record 6
This record from OMol25 describes the ion C5H6N with charge +1 at a distorted geometry. The level of theory is ωB97M-V with the def2-TZVPD basis set.

Calculated values
F_max (Eh/bohr): 0.106
Gap between HOMO and LUMO (eV): 7.358
Molar mass (g mol⁻¹): 80.11
Energy above the lowest of the compared OMol25 structures with the same formula, charge and spin (kJ/mol): 660.3

```
! wB97M-V def2-TZVPD RIJCOSX def2/J DEFGRID3
* xyz 1 1
C 1.316 1.470 -0.142
C 2.308 0.535 0.012
C 1.726 -0.781 0.073
C 0.314 -0.851 0.103
C -1.564 0.673 -0.017
N -0.286 0.279 0.193
H 3.300 0.286 0.012
H 2.308 -1.673 -0.020
H -0.160 -1.738 -0.194
H -2.249 0.015 -0.486
H -1.696 1.728 -0.442
H -2.016 0.981 0.930
*
```

Record 7
This record from OMol25 describes a cluster of 2 separate species, C5H9NO in total at a distorted geometry. The level of theory is ωB97M-V with the def2-TZVPD basis set.

Calculated values
F_max (Eh/bohr): 0.093
Gap between HOMO and LUMO (spin up / spin down) (eV): 6.185 / 7.837
Molar mass (g mol⁻¹): 99.13
Energy above the lowest of the compared OMol25 structures with the same formula, charge and spin (kJ/mol): 256.9

```
! wB97M-V def2-TZVPD RIJCOSX def2/J DEFGRID3
* xyz 0 3
C 2.779 0.449 -0.430
C -0.875 -1.476 0.046
C -2.146 -0.850 0.312
C 2.958 1.347 -1.344
C -2.080 0.611 0.718
N 2.420 -0.455 0.264
O -1.813 -1.327 -1.009
H -0.032 -0.924 -0.107
H -2.986 -1.377 0.700
H 2.256 1.910 -1.962
H -0.605 -2.436 0.482
H 3.871 1.879 -1.501
H -2.048 0.735 1.822
H -2.957 1.293 0.500
H -1.178 0.978 0.245
H 2.435 -0.358 1.264
*
```

Record 8
This record from OMol25 describes a cluster of 10 separate species, C54H120N10 in total at a distorted geometry. The level of theory is ωB97M-V with the def2-TZVPD basis set.

Calculated values
F_max (Eh/bohr): 0.087
Gap between HOMO and LUMO (spin up / spin down) (eV): 1.322 / 8.079
Molar mass (g mol⁻¹): 909.62
Energy above the lowest of the compared OMol25 structures with the same formula, charge and spin (kJ/mol): 88.0

```
! wB97M-V def2-TZVPD RIJCOSX def2/J DEFGRID3
* xyz -1 2
N -0.638 -1.146 -4.087
C -1.584 -0.567 -3.399
C -1.930 -1.427 -2.334
C -1.210 -2.608 -2.520
C -0.389 -2.408 -3.599
H -0.302 -0.777 -4.965
H -1.926 0.424 -3.661
H -2.700 -1.200 -1.611
H -1.164 -3.512 -1.932
H 0.328 -3.003 -4.144
N 0.124 0.043 2.249
C -0.463 -1.183 2.129
C -0.738 -1.455 0.762
C -0.212 -0.349 0.090
C 0.139 0.618 1.038
H 0.190 0.584 3.099
H -0.738 -1.701 3.036
H -1.206 -2.324 0.323
H -0.242 0.082 -0.900
H 0.557 1.613 1.029
N 2.215 -3.295 6.200
C 3.094 -2.900 5.270
C 2.591 -3.291 3.959
C 1.292 -3.817 4.175
C 1.091 -3.727 5.524
H 2.364 -3.185 7.193
H 4.147 -2.749 5.458
H 2.821 -3.252 2.905
H 0.642 -4.256 3.433
H 0.305 -4.231 6.068
C 0.963 -4.687 -1.221
C 1.535 -5.972 -0.767
N 2.758 -6.502 -1.391
C 3.872 -5.841 -0.671
C 5.161 -5.812 -1.478
C 2.944 -7.940 -1.437
C 1.779 -8.556 -2.181
H 0.358 -4.288 -0.406
H 0.363 -4.703 -2.131
H 1.642 -3.847 -1.366
H 1.688 -6.063 0.308
H 0.735 -6.693 -0.932
H 3.633 -4.829 -0.343
H 4.066 -6.339 0.278
H 4.927 -5.409 -2.463
H 5.974 -5.244 -1.025
H 5.533 -6.836 -1.520
H 2.972 -8.370 -0.436
H 3.920 -8.189 -1.853
H 2.301 -9.216 -2.874
H 1.104 -7.903 -2.734
H 1.146 -9.291 -1.683
C 5.478 1.458 -3.657
C 4.558 0.416 -4.266
N 3.174 0.389 -3.635
C 2.339 1.571 -3.987
C 2.426 2.130 -5.369
C 3.112 0.121 -2.189
C 2.938 -1.327 -1.739
H 4.954 2.115 -2.963
H 6.006 1.940 -4.479
H 6.253 1.075 -2.993
H 4.539 0.605 -5.340
H 4.991 -0.574 -4.120
H 1.291 1.277 -3.921
H 2.532 2.342 -3.240
H 1.567 2.759 -5.603
H 3.432 2.380 -5.707
H 2.157 1.248 -5.949
H 2.300 0.654 -1.695
H 4.008 0.546 -1.738
H 3.001 -1.385 -0.653
H 3.836 -1.850 -2.067
H 1.934 -1.705 -1.934
C -2.742 4.322 2.719
C -3.430 3.029 3.197
N -4.650 2.706 2.397
C -4.457 2.511 0.913
C -3.581 1.320 0.494
C -5.769 3.639 2.823
C -6.221 3.495 4.335
H -3.260 5.238 3.004
H -2.669 4.346 1.632
H -1.783 4.625 3.139
H -2.591 2.339 3.111
H -3.663 3.098 4.260
H -4.089 3.451 0.503
H -5.404 2.336 0.402
H -4.187 0.444 0.726
H -2.647 1.188 1.041
H -3.419 1.233 -0.580
H -5.590 4.665 2.501
H -6.696 3.535 2.259
H -5.438 3.363 5.082
H -6.736 4.436 4.526
H -7.000 2.737 4.429
C 2.892 6.239 -1.121
C 2.482 6.686 0.331
N 1.501 5.858 1.002
C 1.582 4.406 0.816
C 3.041 3.944 1.125
C 0.178 6.428 0.948
C -0.633 6.102 -0.328
H 3.303 6.907 -1.878
H 2.055 5.714 -1.582
H 3.768 5.601 -1.005
H 3.407 6.911 0.862
H 2.049 7.672 0.164
H 0.953 3.925 1.565
H 1.330 3.998 -0.163
H 3.195 3.896 2.203
H 3.116 2.913 0.779
H 3.924 4.423 0.701
H 0.105 7.431 1.367
H -0.250 6.009 1.859
H -0.114 6.280 -1.270
H -1.487 6.773 -0.236
H -0.919 5.050 -0.348
C -5.451 -4.744 -0.883
C -4.238 -5.478 -1.343
N -3.694 -6.437 -0.325
C -2.911 -5.548 0.574
C -2.810 -5.876 2.064
C -2.676 -7.302 -0.929
C -3.326 -8.436 -1.738
H -5.271 -4.032 -0.077
H -6.093 -5.553 -0.534
H -5.818 -4.215 -1.762
H -4.509 -6.071 -2.217
H -3.531 -4.824 -1.853
H -1.931 -5.183 0.266
H -3.484 -4.624 0.652
H -2.196 -5.111 2.539
H -3.814 -5.792 2.480
H -2.396 -6.865 2.262
H -2.048 -7.720 -0.142
H -2.232 -6.585 -1.619
H -2.540 -8.952 -2.290
H -4.066 -8.076 -2.453
H -3.643 -9.235 -1.068
C -3.325 5.941 -4.998
C -2.087 5.379 -4.310
N -1.867 4.027 -4.666
C -1.265 3.922 -6.020
C -1.313 2.512 -6.534
C -1.139 3.216 -3.625
C -1.783 3.175 -2.204
H -3.184 6.064 -6.072
H -3.440 6.991 -4.728
H -4.294 5.572 -4.663
H -1.209 5.935 -4.638
H -2.245 5.551 -3.245
H -1.764 4.538 -6.768
H -0.212 4.202 -6.040
H -0.625 1.868 -5.985
H -2.274 2.031 -6.349
H -1.080 2.463 -7.598
H -0.144 3.589 -3.385
H -0.958 2.168 -3.864
H -1.126 2.745 -1.448
H -2.687 2.568 -2.163
H -2.122 4.072 -1.685
C 0.886 -0.227 6.723
C 0.993 1.294 6.613
N 1.508 1.696 5.312
C 1.424 3.179 5.062
C -0.031 3.628 5.110
C 2.703 1.139 4.809
C 3.927 1.582 5.679
H 1.909 -0.571 6.877
H 0.341 -0.719 5.917
H 0.256 -0.540 7.557
H -0.025 1.645 6.783
H 1.674 1.578 7.415
H 1.880 3.501 4.126
H 1.870 3.628 5.949
H -0.628 2.822 4.685
H -0.149 4.536 4.519
H -0.251 3.804 6.163
H 2.747 0.061 4.658
H 2.951 1.376 3.774
H 4.809 1.057 5.312
H 4.072 2.659 5.754
H 3.848 1.124 6.665
*
```

Record 9
This record from OMol25 describes a cluster of 2 separate species, C4H14N3 in total at a distorted geometry. The level of theory is ωB97M-V with the def2-TZVPD basis set.

Calculated values
F_max (Eh/bohr): 0.074
Gap between HOMO and LUMO (eV): 9.283
Molar mass (g mol⁻¹): 104.18
Energy above the lowest of the compared OMol25 structures with the same formula, charge and spin (kJ/mol): 388.2

```
! wB97M-V def2-TZVPD RIJCOSX def2/J DEFGRID3
* xyz 1 1
C -2.679 0.860 -0.066
C 1.116 -2.092 0.638
C -1.275 0.355 0.330
C -0.764 -0.794 -0.543
N 1.498 -0.353 -0.810
N 2.082 1.708 0.117
N 0.580 -1.040 -0.296
H -2.921 1.354 0.825
H -2.539 1.489 -0.933
H -3.405 0.103 -0.234
H 0.714 -2.057 1.625
H 1.011 -3.179 0.215
H 2.176 -1.804 0.687
H -1.076 0.156 1.490
H -0.575 1.250 0.358
H -1.460 -1.619 -0.301
H -0.911 -0.482 -1.523
H 1.361 0.221 -1.653
H 2.125 2.449 0.840
H 2.962 1.263 -0.001
H 1.980 2.213 -0.765
*
```

The highest molar mass belongs to which entry?
C54H120N10